Density functional theory data (ωB97M-V/def2-TZVPD) for a 9-piece molecular cluster, C39H81BBr2ClF3N8O15P overall.

Each line ends with the Mulliken charge.
Element x y z (Å)
C (4.0292, 2.2732, -2.4893)  -0.843
C (2.6557, 3.0189, -2.0008)  0.272
C (1.4854, 3.1076, -3.1935)  -0.092
O (0.2517, 3.4768, -2.5057)  -0.161
C (-0.8074, 2.4763, -2.5841)  0.163
O (-1.7632, 3.0091, -1.5525)  -0.601
B (-1.3131, 2.6061, -0.1723)  -0.695
C (-2.4781, 2.0086, 0.8637)  1.060
C (-3.4738, 3.1906, 1.4099)  -0.520
C (-4.9559, 3.2333, 0.7114)  0.496
F (-5.8108, 4.1373, 1.5678)  -0.356
Br (-4.9444, 4.1316, -1.1166)  0.035
C (-5.7443, 1.7928, 0.6661)  0.476
F (-5.4237, 0.9777, -0.5643)  -0.190
F (-7.2013, 2.0642, 0.6139)  -0.285
Br (-5.4405, 0.7203, 2.3704)  -0.110
P (-0.0890, 3.7413, 0.7692)  0.400
O (-0.4292, 5.3974, 0.2231)  -0.543
Cl (-0.4024, 3.7417, 2.8684)  -0.386
O (-0.5284, 1.3678, -0.5189)  0.580
C (-0.6595, 0.9807, -1.9633)  0.754
C (0.5327, -0.0383, -2.4026)  0.541
C (0.3716, -0.7510, -3.8655)  -0.507
C (-0.1582, 0.2169, -5.0735)  0.379
O (0.7850, 0.6951, -5.9306)  -0.610
O (-1.5485, 0.5985, -5.3607)  -0.434
C (-2.0539, 0.0602, -2.0048)  -0.560
O (-2.0230, -1.0543, -1.0129)  -0.172
C (-2.4324, -2.3258, -1.6283)  -0.025
C (-3.9923, -2.3822, -2.1289)  -0.834
H (4.7551, 2.2628, -1.5416)  0.199
H (3.7894, 1.1531, -2.7369)  0.154
H (4.4905, 2.8844, -3.3757)  0.331
H (2.1738, 2.3777, -1.1179)  -0.311
H (2.8214, 4.1079, -1.5538)  0.381
H (1.4389, 2.1518, -3.8634)  -0.185
H (1.7913, 4.0029, -3.9221)  0.303
H (-1.3206, 2.5453, -3.6365)  -0.177
H (-3.0572, 1.0750, 0.4109)  -0.312
H (-1.8651, 1.5608, 1.7846)  -0.471
H (-3.5077, 3.1245, 2.5990)  0.144
H (-2.9439, 4.2270, 1.1707)  0.079
H (-1.4154, 5.5133, 0.0817)  0.345
H (0.5754, -0.9139, -1.5919)  -0.254
H (1.6261, 0.4406, -2.3800)  -0.475
H (-0.2917, -1.7387, -3.8574)  0.147
H (1.4600, -1.1232, -4.1815)  0.308
H (-1.6024, 1.4581, -5.8785)  0.369
H (-2.2681, -0.3999, -3.0609)  0.328
H (-3.0205, 0.7002, -1.7354)  -0.033
H (-1.7481, -2.6748, -2.5278)  0.060
H (-2.3081, -3.1586, -0.7907)  0.290
H (-4.7379, -1.7469, -1.4875)  0.148
H (-4.2805, -3.5268, -2.2033)  0.335
H (-4.0663, -1.9682, -3.2402)  0.208
C (-2.4748, 7.7741, -2.4370)  0.125
O (-2.6225, 7.5264, -1.2470)  -0.587
N (-3.3956, 7.5118, -3.4286)  0.182
C (-3.1433, 7.8367, -4.8169)  -0.976
C (-4.6553, 6.8918, -3.0732)  -0.518
H (-1.5536, 8.2458, -2.8170)  0.292
H (-3.9124, 8.5335, -5.1621)  0.343
H (-3.1867, 6.9178, -5.4084)  0.325
H (-2.1597, 8.2975, -4.9410)  0.303
H (-5.1777, 7.5325, -2.3563)  0.345
H (-4.4557, 5.9250, -2.6014)  -0.366
H (-5.2784, 6.7472, -3.9598)  0.362
C (-2.2890, -0.6700, 4.7449)  0.040
O (-2.6581, 0.0236, 3.8058)  -0.632
N (-3.1040, -1.1720, 5.7368)  0.344
C (-2.5874, -1.9871, 6.8163)  -1.007
C (-4.5212, -0.8762, 5.7003)  -1.015
H (-1.2314, -0.9553, 4.8694)  0.369
H (-3.0824, -2.9620, 6.7910)  0.411
H (-2.8005, -1.4905, 7.7672)  0.341
H (-1.5078, -2.1300, 6.7200)  0.278
H (-4.9400, -1.2554, 4.7632)  0.233
H (-4.6595, 0.2086, 5.7344)  0.307
H (-5.0345, -1.3397, 6.5470)  0.394
C (0.3819, -2.9737, -7.3840)  0.015
O (-0.2722, -2.7125, -6.3823)  -0.568
N (0.4065, -2.2244, -8.5406)  0.206
C (1.2095, -2.6032, -9.6844)  -0.838
C (-0.3951, -1.0206, -8.6167)  -0.637
H (1.0266, -3.8666, -7.4340)  0.310
H (1.9198, -1.7998, -9.8991)  0.197
H (0.5509, -2.7520, -10.5448)  0.344
H (1.7605, -3.5272, -9.4901)  0.306
H (-0.0845, -0.3353, -7.8222)  -0.032
H (-1.4464, -1.2827, -8.4647)  0.355
H (-0.2732, -0.5361, -9.5891)  0.349
C (4.3110, -0.6198, 0.0125)  -0.117
O (3.9419, 0.0739, -0.9266)  -0.460
N (3.4960, -1.1218, 1.0044)  0.336
C (4.0126, -1.9369, 2.0839)  -0.766
C (2.0788, -0.8260, 0.9679)  -0.931
H (5.3686, -0.9051, 0.1370)  0.243
H (3.5176, -2.9118, 2.0586)  0.095
H (3.7995, -1.4403, 3.0348)  0.309
H (5.0922, -2.0798, 1.9876)  0.328
H (1.6600, -1.2052, 0.0308)  0.095
H (1.9405, 0.2588, 1.0020)  0.440
H (1.5655, -1.2894, 1.8146)  0.381
C (3.5565, 0.9361, -10.1526)  0.010
O (2.3917, 0.5861, -10.0108)  -0.534
N (4.5104, 0.9620, -9.1579)  0.179
C (5.8705, 1.3907, -9.4087)  -0.937
C (4.1431, 0.5480, -7.8196)  -0.881
H (3.9424, 1.2704, -11.1298)  0.291
H (6.5503, 0.5688, -9.1670)  0.331
H (6.0926, 2.2517, -8.7719)  0.337
H (6.0074, 1.6737, -10.4558)  0.289
H (3.7876, -0.4863, -7.8518)  0.216
H (3.3323, 1.1880, -7.4588)  0.303
H (4.9992, 0.6221, -7.1437)  0.400
C (-0.8556, 0.1928, 9.1995)  -0.006
O (-1.9734, 0.1472, 8.7017)  -0.631
N (0.2883, 0.6176, 8.5585)  0.260
C (1.5760, 0.6412, 9.2202)  -0.999
C (0.2021, 1.0542, 7.1803)  -0.772
H (-0.6767, -0.1163, 10.2426)  0.354
H (1.9540, 1.6675, 9.2211)  0.374
H (2.2670, -0.0051, 8.6716)  0.329
H (1.4954, 0.2874, 10.2514)  0.310
H (-0.4942, 1.8959, 7.1164)  0.314
H (-0.1827, 0.2318, 6.5697)  0.040
H (1.1841, 1.3598, 6.8097)  0.410
C (1.3110, -3.7018, 9.2259)  0.024
O (0.9419, -3.0081, 8.2868)  -0.516
N (0.4960, -4.2037, 10.2178)  0.156
C (1.0126, -5.0188, 11.2973)  -0.945
C (-0.9212, -3.9079, 10.1813)  -0.782
H (2.3686, -3.9870, 9.3504)  0.281
H (0.5176, -5.9937, 11.2720)  0.332
H (0.7995, -4.5222, 12.2482)  0.335
H (2.0922, -5.1618, 11.2010)  0.295
H (-1.3400, -4.2871, 9.2441)  0.283
H (-1.0595, -2.8231, 10.2154)  0.159
H (-1.4345, -4.3714, 11.0280)  0.379
C (1.8766, -5.8305, 2.0176)  0.094
O (1.9050, -4.7481, 1.4455)  -0.581
N (2.9750, -6.5082, 2.5013)  0.153
C (2.8557, -7.7880, 3.1681)  -0.936
C (4.2902, -5.9242, 2.3387)  -0.854
H (0.9279, -6.3636, 2.1943)  0.279
H (3.2555, -7.6967, 4.1820)  0.330
H (3.4321, -8.5318, 2.6107)  0.333
H (1.8119, -8.1086, 3.2212)  0.295
H (4.3108, -4.9494, 2.8352)  0.239
H (4.4865, -5.7803, 1.2719)  0.290
H (5.0571, -6.5732, 2.7699)  0.370

Computed properties:
- HOMO: -3.671 eV
- HOMO-LUMO gap: 5.14 eV
- Net charge: -1
- E: -255110.174 eV